1.
A structure of composition C34H31BaN7O4S2Se. Source: the Open Molecules 2025 dataset; level of theory: ωB97M-V with the def2-TZVPD basis set.

Computed properties:
- 2S+1 = 1
- max |F| (eV Å⁻¹) = 0.666
- net charge = -2
- relative energy (zero: lowest compared OMol25 entry of this formula, charge and spin) (kcal per mole) = 21.9
- DFT total energy (Ha) = -5222.04241

Structure (XYZ):
```
80
Properties=species:S:1:pos:R:3:forces:R:3
H 3.6627 -4.0623 3.3087 0.01 0.01 0.00
C 3.2353 -3.1743 2.8668 0.05 -0.10 -0.12
H -2.9482 -2.6707 -1.2596 0.00 0.00 0.00
H 2.7541 -3.7858 0.7690 0.00 0.00 0.00
H 0.1845 0.5117 4.4980 0.00 0.00 0.04
C 1.2969 2.3442 2.0728 0.05 0.28 0.02
H 2.0980 -1.9328 -5.9514 0.01 0.00 0.01
C -0.9367 1.7266 3.0844 -0.04 0.02 0.01
Ba 0.3870 -0.6162 -0.4072 -0.20 0.10 0.47
C 0.6566 -3.5409 -5.7214 -0.09 -0.09 -0.01
C -2.1594 0.7237 -3.4818 -0.01 -0.06 -0.07
N 2.2817 -1.8102 1.3185 -0.14 0.16 -0.17
H -0.9871 4.3910 3.4999 -0.01 -0.03 0.00
C 2.7559 -3.0372 1.5514 0.01 -0.05 0.11
H -5.8167 1.3866 3.2090 0.00 0.00 0.00
O -2.1720 2.8971 -4.4589 -0.02 -0.01 -0.05
H -2.7181 -3.4778 -2.8265 -0.01 -0.01 0.00
H -1.9158 2.2094 3.0505 0.01 0.01 -0.02
C -2.5468 2.1478 -3.5960 0.05 0.10 0.13
H -4.0333 -0.0306 -2.8448 -0.01 -0.02 -0.03
C 3.4953 2.8951 0.9421 -0.01 -0.02 0.04
C 0.1181 2.7382 2.7187 -0.07 -0.15 0.06
O 1.1188 0.7164 -2.5610 0.07 -0.03 -0.66
H -4.1973 -2.5419 -2.5150 0.00 0.02 -0.02
H 4.4245 1.6983 2.4994 0.00 0.00 0.01
O 0.8521 0.7433 -4.7934 0.00 0.07 0.06
H -0.7095 1.8460 5.2451 0.01 -0.01 0.01
H 0.7080 6.0835 2.8824 0.00 0.00 0.00
N -3.0932 -0.2348 -3.1388 -0.11 0.04 0.07
C -0.0381 -4.3474 -4.8815 -0.02 -0.01 -0.17
H -3.6621 -2.3153 3.3382 0.01 -0.01 0.00
C -4.8248 -0.5181 3.4093 0.00 -0.03 0.01
N 1.2388 -3.1564 -1.6814 0.10 0.06 -0.03
H 3.2935 -1.6408 4.4768 0.00 0.00 0.00
C -3.8576 -1.3540 2.8781 0.04 0.04 -0.08
C -3.0933 -1.0141 1.7473 -0.16 0.08 0.06
C 2.0947 0.2545 2.6370 -0.06 0.13 0.03
Se 0.0569 -4.2708 -0.9856 -0.05 -0.18 0.18
C 0.1736 -4.2152 -3.4794 0.07 0.09 0.29
N -1.1403 -1.2202 -3.0156 -0.19 -0.24 0.05
H 4.8802 3.4063 2.5326 0.02 -0.01 0.01
H -1.5674 0.4023 4.6646 -0.01 -0.01 0.02
C -0.7424 1.0858 4.4595 0.00 0.03 -0.08
S -1.9203 -2.1961 1.1762 0.20 0.07 -0.10
H -0.7701 -5.0618 -5.2348 0.01 0.01 -0.02
C 1.8637 -2.4412 -3.9198 0.04 0.05 -0.05
H 3.7883 3.7094 0.2748 0.00 0.00 0.00
C 3.0487 -1.9326 3.4649 -0.07 0.17 0.05
C 0.8762 5.0364 2.6593 0.05 -0.03 -0.02
H -4.4886 2.0454 1.2352 0.01 0.00 -0.01
C -3.3347 0.2523 1.1480 -0.17 -0.17 0.22
C 0.4332 0.5728 -3.6590 0.52 0.17 0.11
C 2.2459 3.3017 1.6852 0.06 -0.09 -0.09
H 2.5623 -1.7028 -3.5481 -0.01 0.00 -0.02
H -5.3836 -0.8272 4.2864 0.00 0.01 0.00
O -3.3897 2.5505 -2.6286 -0.12 0.03 -0.25
C 2.4524 -1.1149 2.4883 0.12 -0.19 -0.04
C -0.9592 0.0768 -3.4357 -0.27 0.12 0.03
H 3.2815 2.0295 0.3135 0.00 0.00 -0.01
C 4.6614 2.5612 1.8754 -0.04 0.00 -0.04
C 4.8471 0.7557 -3.4068 -0.01 0.01 0.00
N -0.4923 -4.8806 -2.5465 0.02 0.00 -0.21
N 1.5182 0.9878 1.7463 0.07 -0.23 0.00
H 0.4848 -3.6029 -6.7891 -0.01 -0.01 0.00
H -3.3130 1.9664 -1.8221 0.12 0.05 0.15
H 2.7597 5.3767 1.6856 0.01 -0.01 -0.01
H 2.6502 0.9093 -3.0072 0.30 -0.14 0.01
C 1.1394 -3.2512 -2.9967 -0.13 -0.14 0.04
H 2.3516 0.7013 3.6058 0.02 -0.01 0.00
C -4.3242 1.0802 1.7000 0.06 -0.11 0.00
C -2.4425 -1.3707 -2.8409 0.16 -0.08 0.00
N 3.7094 0.8538 -3.2002 -0.41 0.08 0.08
C -5.0662 0.7123 2.8099 -0.04 0.06 0.02
H -0.9682 0.9454 2.3249 -0.01 -0.03 0.01
C -0.0698 4.0854 3.0079 0.03 0.05 0.00
C 1.6050 -2.5825 -5.2406 0.08 0.08 0.02
H 5.5597 2.3236 1.3024 0.01 0.00 0.01
C 2.0259 4.6383 1.9927 -0.10 0.06 0.04
S -2.4275 0.8433 -0.2275 0.23 0.10 -0.11
C -3.1222 -2.5912 -2.3395 0.00 -0.01 0.02
```
Positions in Å, forces in eV/Å.

---

2.
A cluster of 2 separate species, C5H4 in total. Source: the Open Molecules 2025 dataset; level of theory: ωB97M-V with the def2-TZVPD basis set.

Computed properties:
- 2S+1 = 1
- max |F| (eV Å⁻¹) = 5.391
- relative energy (zero: lowest compared OMol25 entry of this formula, charge and spin) (kcal per mole) = 106.2
- DFT total energy (Ha) = -192.62495

Structure (XYZ):
```
9
Properties=species:S:1:pos:R:3:forces:R:3
H 1.6768 -1.1794 0.0735 -0.71 -0.05 -0.42
C -1.0195 0.6855 -0.0152 -2.37 2.84 2.65
H -2.0691 1.6030 0.3645 4.08 -3.02 -1.82
C 0.0051 0.0004 -0.8435 -1.10 -0.44 0.62
H -1.7880 -1.5045 0.0363 0.33 -0.51 -0.54
C 1.1989 -0.1912 0.0541 3.66 0.50 0.46
C -0.9813 -0.8048 -0.0438 -0.96 -0.31 -0.27
C -0.0676 -0.1388 0.8495 -0.44 1.37 -0.56
H 2.1450 0.4962 0.1365 -2.49 -0.38 -0.11
```
Positions in Å, forces in eV/Å.

---

3.
The molecule C3H7NO2. Source: the Open Molecules 2025 dataset; level of theory: ωB97M-V with the def2-TZVPD basis set.

Computed properties:
- 2S+1 = 1
- max |F| (eV Å⁻¹) = 0.444
- SMILES = CCOC(N)=O
- relative energy (zero: lowest compared OMol25 entry of this formula, charge and spin) (kcal per mole) = 20.1
- DFT total energy (Ha) = -323.74887

Structure (XYZ):
```
13
Properties=species:S:1:pos:R:3:forces:R:3
C 1.0949 0.4951 -0.5723 0.04 0.13 0.03
H 1.9551 0.6217 0.0965 -0.20 0.02 -0.11
N -1.6938 0.0318 0.6988 -0.22 0.27 0.19
H -2.2258 -0.4023 1.4395 -0.02 0.32 -0.19
C -0.6545 0.8543 1.0425 0.03 -0.31 0.31
O 0.0060 1.3201 -0.0611 -0.11 -0.16 -0.16
H 0.5375 -1.2490 -1.7827 0.12 0.07 0.09
O -0.3507 1.1131 2.1803 0.09 -0.06 -0.43
H 1.5133 -1.6407 -0.3408 -0.02 0.16 -0.17
H -0.1762 -1.1902 -0.1822 0.30 -0.22 -0.11
H 1.3174 0.9576 -1.5387 0.08 -0.05 0.29
H -2.0602 0.0713 -0.2385 0.04 -0.09 0.19
C 0.7370 -0.9830 -0.7414 -0.13 -0.06 0.06
```
Positions in Å, forces in eV/Å.

---

| no. | HOMO-LUMO gap (hartree) |
| --- | --- |
| 1 | 0.1883 |
| 2 | 0.3886 |
| 3 | 0.4097 |